# 1
C14H19BeN | the ωB97M-V functional and the def2-TZVPD basis

Output
E_tot = -614.1970 a.u.
Total charge = -2

Geometry as XYZ:
```
35
Properties=species:S:1:pos:R:3:lowdin_charge:R:1
C 0.0589 -1.4687 -2.0162 -0.1612
C -1.2713 -1.5774 -1.5017 -0.1696
C -1.2036 -1.9508 -0.1461 -0.1593
C 0.2030 -2.0284 0.2304 -0.2778
C 0.9765 -1.7298 -0.9656 -0.1977
Be 0.5123 -0.2078 0.3749 0.0627
C -1.1020 1.9189 -0.8701 -0.1437
C 0.2523 1.7980 -1.2555 -0.6956
C 0.7303 2.4995 -2.3677 -0.1521
N 1.0763 0.9937 -0.5325 -0.0422
H -2.0420 -2.2429 0.4901 0.0698
H -2.1847 -1.4614 -2.0863 0.0703
H 0.5958 -2.4833 1.1491 0.0868
H 2.0521 -1.8598 -1.0543 0.0827
H 0.3070 -1.2549 -3.0529 0.0669
H -1.7836 2.3753 -1.5865 -0.0342
H 2.0567 1.0212 -0.8070 0.0495
H -1.3832 1.6427 0.1438 -0.0358
H 0.0113 3.0333 -2.9697 -0.0463
H 1.7797 2.4513 -2.6061 -0.0672
C -1.2525 0.7580 5.1911 -0.0734
C 0.0141 0.0607 4.6965 -0.6705
C 1.2389 0.7601 5.2825 -0.0829
C -0.0122 -1.4036 5.1408 -0.0780
C 0.1552 0.0971 3.2401 -0.1338
C 0.3408 -0.0163 2.0437 0.0423
H -1.2592 0.7220 6.2878 0.0673
H -2.1467 0.2535 4.8130 0.0804
H -1.2807 1.8027 4.8677 0.0823
H 1.2096 0.7221 6.3784 0.0661
H 2.1470 0.2641 4.9216 0.0819
H 1.2610 1.8045 4.9510 0.0845
H -0.8981 -1.9092 4.7427 0.0815
H 0.8693 -1.9349 4.7676 0.0810
H -0.0281 -1.4495 6.2352 0.0653
```

=====

# 2
C14H19BrCr | the ωB97M-V functional and the def2-TZVPD basis

Output
E_tot = -4163.1953 a.u.
Energy relative to the best compared isomer or geometry (same formula, charge and spin) = 4.2 kcal/mol
2S+1 = 4
Total charge = -1

Geometry as XYZ:
```
35
Properties=species:S:1:pos:R:3:mulliken_spin:R:1
C 1.1136 1.6700 -3.0434 -0.0372
C 2.1575 2.5246 -2.5575 0.0406
C 3.0889 1.7399 -1.8283 0.0135
H 2.2263 3.6041 -2.7978 0.0268
C 2.6600 0.3666 -1.8338 -0.0494
C 1.4351 0.3102 -2.6304 -0.0480
H 0.8242 -0.5544 -2.8694 0.0049
H 0.3350 1.9352 -3.7582 -0.0088
H 4.0309 2.1277 -1.4265 -0.0059
H 3.1614 -0.5040 -1.3781 -0.0027
Cr 1.1388 1.4568 -0.8322 2.9765
Br -0.4046 1.4674 1.3214 0.0308
C -3.5077 -0.2648 -0.1009 -0.0010
C -3.1090 -1.2047 -1.0996 0.0010
C -3.1673 -0.5482 -2.3685 -0.0006
H -2.9049 -2.2644 -0.9574 0.0007
C -3.5736 0.8104 -2.1427 0.0019
C -3.8053 0.9648 -0.7457 0.0013
H -4.1176 1.8892 -0.2656 -0.0006
H -3.7262 -0.5222 0.9221 -0.0001
H -2.9454 -0.9845 -3.3486 0.0002
H -3.5328 1.5966 -2.8867 -0.0006
C 0.4804 -0.6613 4.0501 -0.0005
C 1.1774 -0.8035 2.6992 0.0006
C 1.8585 -2.1632 2.5942 -0.0013
C 0.2160 -0.5885 1.5295 0.0942
H -0.3506 -1.3709 4.1412 0.0000
H 0.0725 0.3466 4.1956 -0.0003
H 1.1933 -0.8623 4.8673 -0.0001
H 1.9551 -0.0449 2.6238 0.0059
H 1.1013 -2.9507 2.5358 0.0003
H 2.4823 -2.2104 1.6937 0.0017
H 2.5176 -2.3595 3.4534 -0.0008
H 0.6591 -0.8615 0.5614 -0.0433
H -0.7400 -1.0863 1.6823 0.0004
```

=====

# 3
C14H19N2O | the ωB97M-V functional and the def2-TZVPD basis

Output
E_tot = -729.3972 a.u.
Energy relative to the best compared isomer or geometry (same formula, charge and spin) = 0.0 kcal/mol
Total charge = +1

Geometry as XYZ:
```
36
Properties=species:S:1:pos:R:3:lowdin_charge:R:1
C -2.5487 -0.5145 0.9056 -0.0070
N -1.9177 -0.6802 -0.3744 -0.1005
C -2.2766 -0.0314 -1.5067 -0.0805
C -1.5103 -0.4823 -2.5491 -0.0625
C -0.6463 -1.4555 -2.0287 -0.0458
C -0.9193 -1.5692 -0.6812 -0.2611
C -0.2294 -2.3911 0.3409 -0.0400
N 0.8764 -1.5867 0.9748 0.0734
C 1.9903 -1.2467 0.0578 -0.0605
C 2.5482 0.1168 0.5033 -0.3085
O 2.9340 -0.0590 1.8503 -0.0082
C 1.4402 1.1398 0.3240 -0.1961
C 1.1606 1.6420 -0.9414 -0.0225
C 0.0912 2.4980 -1.1266 -0.0567
C -0.7086 2.8579 -0.0528 -0.0670
C -0.4320 2.3675 1.2105 -0.0714
C 0.6347 1.5012 1.3996 -0.0650
H -1.8640 -0.0840 1.6412 0.0789
H -2.9267 -1.4676 1.2813 0.1009
H -3.3930 0.1624 0.7958 0.1043
H -3.0575 0.7019 -1.5005 0.1280
H -1.5670 -0.1590 -3.5675 0.1047
H 0.0655 -2.0354 -2.5829 0.1133
H -0.9085 -2.7071 1.1347 0.1327
H 0.2167 -3.2732 -0.1196 0.1460
H 1.2616 -2.0456 1.8061 0.1888
H 0.4856 -0.6719 1.2777 0.1332
H 1.5978 -1.1703 -0.9574 0.1192
H 2.7592 -2.0172 0.1088 0.1497
H 3.4073 0.3715 -0.1297 0.1657
H 3.4677 0.6873 2.1415 0.1233
H 1.7869 1.3678 -1.7766 0.1260
H -0.1169 2.8885 -2.1097 0.1164
H -1.5379 3.5315 -0.1998 0.1131
H -1.0395 2.6597 2.0534 0.1144
H 0.8758 1.1542 2.3969 0.1213
```

=====

# 4
C14H19N3O4 | the ωB97M-V functional and the def2-TZVPD basis

Output
E_tot = -1010.1759 a.u.
Energy relative to the best compared isomer or geometry (same formula, charge and spin) = 9.7 kcal/mol

Geometry as XYZ:
```
40
Properties=species:S:1:pos:R:3:lowdin_charge:R:1
N 2.4149 -2.2311 0.8340 0.1665
C 3.3249 -1.6907 -0.0468 -0.5447
O 3.9993 -2.3565 -0.8011 0.0459
C 3.3626 -0.1687 -0.0469 -0.1128
C 2.1306 0.4266 -0.7250 -0.1083
C 1.4986 1.6174 0.0397 -0.1693
N 0.2388 1.2853 0.6751 0.1342
C 0.0771 0.4146 1.6567 -0.4267
O 0.9777 -0.2316 2.2100 0.0323
C -1.3767 0.2734 2.1603 -0.2749
N -2.1447 1.5297 1.9088 0.0421
C -2.0891 -0.9760 1.5613 -0.0929
C -2.0878 -1.0087 0.0366 -0.2269
C -1.1986 -1.8471 -0.6356 -0.0567
C -1.1954 -1.9330 -2.0294 -0.0891
C -2.0604 -1.1443 -2.7653 -0.0918
C -2.9842 -0.2815 -2.1187 -0.0773
C -2.9966 -0.2565 -0.7381 -0.0541
C 1.3550 2.8501 -0.8666 -0.4408
O 2.2306 3.3898 -1.4968 0.1171
O 0.0644 3.3077 -0.9466 0.0867
H 2.3336 -3.2469 0.8209 0.1169
H 1.9777 -1.6173 1.4897 0.0398
H 4.2739 0.2445 -0.5056 0.1261
H 3.4565 0.2210 0.9832 0.1151
H 2.4786 0.7278 -1.7295 0.1274
H 1.3738 -0.3371 -0.9252 0.1132
H 2.2014 1.8879 0.8576 0.1676
H -0.5542 1.7288 0.3119 0.0988
H -1.2861 0.1540 3.2418 0.1375
H -3.1088 1.3932 2.2191 0.0794
H -1.7402 2.2459 2.5206 0.0894
H -3.1216 -1.0322 1.9834 0.1270
H -1.5858 -1.8725 1.9576 0.1203
H -0.5475 -2.5256 -0.0560 0.1148
H -0.5230 -2.5819 -2.5820 0.1059
H -2.0826 -1.1280 -3.8603 0.1028
H -3.6337 0.3007 -2.7696 0.1016
H -3.6722 0.4298 -0.2168 0.1063
H 0.2191 4.0392 -1.6066 0.1517
```

=====

# 5
C14H19NO2S | the ωB97M-V functional and the def2-TZVPD basis

Output
E_tot = -1147.7711 a.u.
Energy relative to the best compared isomer or geometry (same formula, charge and spin) = 348.3 kcal/mol

Geometry as XYZ:
```
37
Properties=species:S:1:pos:R:3:lowdin_charge:R:1
O -0.3245 -1.5148 -0.5985 0.1007
C -0.4347 -0.3334 -0.7718 -0.5245
N -1.6657 0.2891 -0.9547 0.1515
H -1.9071 1.1619 -0.8712 0.0373
C -2.9954 -0.7741 -0.9426 0.0874
H -2.7724 -1.7326 -0.7495 0.0665
H -3.7767 -0.5197 -1.4669 0.0437
C -3.7579 -0.2394 0.4069 -0.4906
H -3.1098 -0.4661 1.2645 0.1530
C -5.0436 -1.0295 0.6569 -0.1076
H -5.3365 -1.0212 1.7306 0.1462
H -5.2114 -1.8066 -0.0159 0.1021
C -6.0523 -0.1155 0.0556 -0.1399
H -6.1134 0.1388 -0.8830 0.0530
C -5.4203 1.3389 0.5179 -0.0339
H -5.7504 1.5331 1.8162 0.1890
O -3.9775 0.9758 0.6087 -0.0749
H -5.6943 2.1733 0.1175 0.0276
H -6.9682 0.0463 0.5157 0.0875
C 0.4852 0.7750 -0.6381 -0.1846
C 1.8242 0.0621 -0.6663 -0.3740
H 1.7806 -0.3889 0.5198 0.1735
H 2.0681 -0.4951 -1.3499 -0.0203
S 3.0995 1.4074 -0.3533 0.9329
C 4.6224 0.6506 -0.3004 -0.5330
C 4.7938 -0.8803 0.0007 -0.0859
C 5.9146 -1.6798 0.3852 0.0189
C 7.0494 -0.5622 0.6567 -0.1129
C 6.8463 0.6214 0.7222 -0.2753
C 5.7743 1.2197 0.3123 -0.1745
H 5.6714 2.4445 0.1295 0.1591
H 7.7539 1.2439 0.7158 0.1427
H 7.9695 -1.1551 1.0014 0.1246
H 5.9403 -2.6999 0.4193 0.0458
H 3.8311 -1.5938 -0.2226 0.1193
H 0.5303 1.4887 -1.6567 0.1985
H 0.3572 1.4375 -0.1118 -0.0293
```

=====

# 6
C14H19NO3 | the ωB97M-V functional and the def2-TZVPD basis

Output
E_tot = -825.2219 a.u.
Energy relative to the best compared isomer or geometry (same formula, charge and spin) = 117.8 kcal/mol

Geometry as XYZ:
```
37
Properties=species:S:1:pos:R:3:lowdin_charge:R:1
C -5.0824 -1.8603 0.2938 -0.1118
O -3.6886 -1.7739 0.1230 -0.1946
C -3.2770 -0.8510 -0.8519 -0.2299
C -3.6640 0.6126 -0.5761 -0.2201
N -3.5155 0.9698 0.8237 -0.0639
C -2.1883 0.7580 1.3856 -0.2250
C -1.1291 1.4648 0.6779 0.0066
C -0.3735 2.0908 -0.0137 0.0022
C 0.6567 2.8054 -0.7547 -0.2039
O 1.9226 2.7877 -0.1232 -0.0426
C 2.6039 1.6055 -0.0436 -0.2729
C 3.8773 1.6794 0.5246 0.0008
C 4.6560 0.5531 0.6441 -0.0010
C 4.1881 -0.6852 0.1989 -0.2840
O 5.0418 -1.7403 0.3628 -0.0918
C 4.6178 -3.0123 -0.0581 -0.0977
C 2.9230 -0.7599 -0.3627 -0.0182
C 2.1360 0.3775 -0.4833 -0.0165
H -5.2547 -2.7041 0.9594 0.0885
H -5.5871 -2.0432 -0.6633 0.0892
H -5.4867 -0.9516 0.7491 0.0811
H -2.1892 -0.9483 -0.8892 0.1165
H -3.6830 -1.1273 -1.8390 0.1227
H -3.0534 1.2386 -1.2506 0.1110
H -4.7160 0.7707 -0.8315 0.1120
H -3.7873 1.9413 0.9447 0.1159
H -2.2125 1.0930 2.4273 0.1243
H -1.9857 -0.3171 1.3768 0.1165
H 0.7280 2.4003 -1.7768 0.1328
H 0.3931 3.8677 -0.8140 0.1324
H 4.2334 2.6382 0.8665 0.1188
H 5.6400 0.6033 1.0819 0.1184
H 4.4191 -3.0356 -1.1350 0.0941
H 3.7231 -3.3387 0.4826 0.0945
H 5.4410 -3.6880 0.1691 0.0914
H 2.5221 -1.6975 -0.7142 0.1029
H 1.1510 0.2769 -0.9112 0.1012
```